# 1
139
Properties=species:S:1:pos:R:3:lowdin_charge:R:1 method="wB97M-V/def2-TZVPD" homo_energy_ev=-5.619 de_lowest_ev=1.403 gap_ev=5.47
K 0.884 -0.708 -1.454 0.37
N 0.749 1.200 -0.060 -0.37
S 0.672 2.363 0.803 0.73
N 0.464 2.212 2.478 -0.35
S -0.538 1.165 2.974 0.81
N -0.938 0.014 2.104 -0.34
S -0.515 -1.529 1.586 0.74
N -0.597 -1.751 0.167 -0.39
C 1.047 -1.881 2.336 -0.31
C 1.283 -3.161 2.830 -0.07
C 2.552 -3.477 3.291 -0.06
C 3.571 -2.532 3.229 -0.08
C 3.332 -1.280 2.684 -0.09
C 2.065 -0.943 2.230 -0.09
C -1.731 -2.375 2.609 -0.29
C -2.936 -2.563 1.945 -0.07
C -4.009 -3.114 2.630 -0.07
C -3.873 -3.480 3.964 -0.07
C -2.656 -3.300 4.614 -0.07
C -1.577 -2.741 3.940 -0.09
C -2.072 1.970 3.366 -0.31
C -3.279 1.365 3.071 -0.05
C -4.453 2.050 3.370 -0.06
C -4.395 3.309 3.946 -0.07
C -3.170 3.900 4.236 -0.06
C -1.994 3.229 3.945 -0.05
C 0.074 0.729 4.574 -0.30
C 1.390 0.982 4.914 -0.05
C 1.841 0.548 6.156 -0.05
C 0.981 -0.116 7.017 -0.06
C -0.342 -0.350 6.660 -0.06
C -0.805 0.074 5.425 -0.07
C 2.123 3.384 0.877 -0.32
C 2.981 3.131 -0.183 -0.06
C 4.175 3.840 -0.263 -0.05
C 4.489 4.779 0.706 -0.07
C 3.623 5.011 1.775 -0.08
C 2.433 4.308 1.875 -0.09
C -0.678 3.484 0.437 -0.31
C -1.831 2.837 0.006 -0.08
C -2.957 3.593 -0.283 -0.06
C -2.921 4.977 -0.162 -0.07
C -1.754 5.610 0.247 -0.07
C -0.622 4.865 0.555 -0.06
H 0.496 -3.906 2.830 0.11
H 2.750 -4.468 3.680 0.11
H 4.565 -2.790 3.574 0.11
H 4.141 -0.569 2.573 0.12
H 1.885 0.004 1.736 0.08
H -3.013 -2.299 0.894 0.10
H -4.948 -3.270 2.114 0.11
H -4.710 -3.916 4.494 0.10
H -2.543 -3.602 5.648 0.11
H -0.635 -2.594 4.453 0.10
H -3.295 0.385 2.610 0.10
H -5.409 1.596 3.144 0.11
H -5.312 3.840 4.169 0.11
H -3.131 4.886 4.681 0.11
H -1.030 3.679 4.146 0.12
H 2.035 1.506 4.221 0.11
H 2.868 0.730 6.444 0.11
H 1.343 -0.456 7.980 0.11
H -1.012 -0.858 7.341 0.11
H -1.834 -0.098 5.132 0.12
H 2.741 2.358 -0.907 0.08
H 4.855 3.633 -1.082 0.11
H 5.421 5.327 0.642 0.11
H 3.887 5.733 2.537 0.10
H 1.763 4.461 2.711 0.10
H -1.821 1.759 -0.124 0.10
H -3.863 3.103 -0.618 0.10
H -3.797 5.564 -0.405 0.10
H -1.720 6.689 0.323 0.11
H 0.288 5.361 0.866 0.10
C 1.552 5.539 -2.973 -0.03
C 0.645 4.500 -3.577 -0.24
C 0.172 4.585 -4.883 -0.02
C -0.626 3.582 -5.397 -0.10
C -0.927 2.514 -4.560 -0.74
Br -2.031 1.115 -5.222 0.76
N -0.507 2.399 -3.325 0.07
C 0.268 3.384 -2.854 -0.11
H 1.168 6.547 -3.138 0.08
H 2.551 5.489 -3.410 0.08
H 1.659 5.386 -1.898 0.06
H 0.435 5.436 -5.504 0.12
H -1.002 3.613 -6.409 0.10
H 0.635 3.245 -1.844 0.08
Cl 0.197 -1.867 -4.705 0.69
C -0.319 -3.535 -4.839 -0.64
C -0.099 -4.196 -6.034 -0.11
C -0.502 -5.519 -6.151 -0.09
C -1.116 -6.154 -5.082 -0.08
C -1.333 -5.467 -3.893 -0.08
C -0.944 -4.138 -3.743 -0.39
P -1.049 -3.115 -2.204 1.05
C -1.806 -4.352 -1.061 -0.39
C -3.167 -4.624 -0.976 -0.09
C -3.653 -5.551 -0.058 -0.09
C -2.779 -6.215 0.792 -0.09
C -1.414 -5.952 0.715 -0.08
C -0.936 -5.025 -0.200 -0.11
C -2.544 -2.071 -2.629 -0.35
C -3.377 -2.352 -3.711 -0.10
C -4.464 -1.541 -4.019 -0.10
C -4.743 -0.423 -3.248 -0.12
C -3.919 -0.122 -2.173 -0.10
C -2.831 -0.930 -1.869 -0.10
H 0.387 -3.682 -6.852 0.10
H -0.332 -6.050 -7.079 0.10
H -1.427 -7.187 -5.171 0.10
H -1.814 -5.976 -3.067 0.10
H -3.858 -4.105 -1.631 0.10
H -4.717 -5.751 -0.007 0.10
H -3.157 -6.931 1.512 0.10
H -0.725 -6.469 1.372 0.10
H 0.126 -4.805 -0.246 0.10
H -3.184 -3.220 -4.331 0.10
H -5.091 -1.789 -4.867 0.10
H -5.583 0.215 -3.493 0.10
H -4.110 0.760 -1.573 0.09
H -2.193 -0.679 -1.028 0.06
I 3.676 -2.766 -0.833 0.95
C 5.134 -1.581 -1.786 -0.62
C 6.427 -2.010 -1.730 -0.18
C 7.436 -1.221 -2.338 -0.11
C 7.112 -0.050 -2.955 -0.06
C 5.764 0.397 -3.012 -0.19
C 5.426 1.624 -3.646 -0.08
C 4.119 2.020 -3.695 -0.11
C 3.104 1.209 -3.115 -0.20
C 3.334 0.006 -2.469 -0.19
C 4.715 -0.375 -2.431 -0.28
H 6.684 -2.934 -1.230 0.08
H 8.464 -1.558 -2.304 0.09
H 7.885 0.557 -3.417 0.10
H 6.215 2.220 -4.094 0.10
H 3.862 2.956 -4.187 0.09
H 2.079 1.582 -3.195 0.05

=====

# 2
172
Properties=species:S:1:pos:R:3:lowdin_charge:R:1 method="wB97M-V/def2-TZVPD" homo_energy_ev=-10.375 total_charge=+1 gap_ev=7.48
C -3.940 -0.536 3.296 -0.10
C -2.765 0.269 2.770 -0.26
C -1.526 -0.585 2.480 -0.19
C -0.610 0.077 1.459 -0.20
N -0.822 -0.454 0.102 0.05
C -0.061 0.277 -0.862 -0.29
N 1.319 -0.312 -0.943 0.17
C 2.121 0.385 -1.810 -0.36
N 3.401 0.131 -1.739 0.15
C 3.958 -0.832 -0.775 -0.12
C 3.975 -0.298 0.659 -0.18
C 3.789 -1.379 1.735 -0.16
C 4.849 -1.277 2.853 -0.19
C 4.417 -0.527 4.102 -0.15
C 4.051 0.927 3.864 -0.15
O 2.775 1.202 4.473 -0.01
C 2.475 2.522 4.513 -0.51
C 1.034 2.837 4.250 0.04
O 3.294 3.385 4.761 0.08
N 1.679 1.320 -2.705 -0.16
P 2.087 2.981 -2.288 0.79
C 3.907 3.254 -2.336 -0.23
O 1.805 3.123 -0.663 -0.28
C 0.223 1.162 -3.154 -0.62
Br -0.642 2.984 -3.209 0.85
C 0.248 0.564 -4.587 -0.18
C 0.355 1.587 -5.703 -0.84
O -0.578 1.876 -6.437 0.01
I 2.287 2.516 -5.982 0.86
C -0.620 0.238 -2.276 -0.25
C -2.118 0.552 -2.264 -0.24
O -2.807 -0.656 -2.060 -0.15
C -3.809 -0.638 -1.058 -0.23
C -3.793 -1.985 -0.326 -0.05
H -3.626 -1.075 4.182 0.08
H -4.331 -1.213 2.551 0.05
H -4.709 0.157 3.615 0.07
H -3.020 0.818 1.868 0.09
H -2.500 1.007 3.520 0.11
H -0.962 -0.674 3.404 0.11
H -1.799 -1.593 2.191 0.10
H 0.438 -0.048 1.748 0.10
H -0.823 1.138 1.443 0.12
H -0.560 -1.432 0.074 0.12
H 0.052 1.315 -0.568 0.14
H 1.187 -1.237 -1.358 0.14
H 4.050 0.573 -2.368 0.14
H 4.997 -0.973 -1.029 0.11
H 3.478 -1.796 -0.874 0.10
H 4.866 0.297 0.811 0.09
H 3.134 0.379 0.757 0.09
H 2.816 -1.224 2.190 0.11
H 3.768 -2.376 1.313 0.10
H 5.757 -0.839 2.455 0.11
H 5.123 -2.287 3.142 0.11
H 5.249 -0.567 4.794 0.11
H 3.611 -1.069 4.581 0.12
H 4.024 1.202 2.814 0.10
H 4.794 1.554 4.338 0.11
H 0.547 3.143 5.165 0.10
H 0.950 3.609 3.499 0.09
H 0.544 1.947 3.881 0.06
H 4.119 4.269 -2.636 0.05
H 4.322 3.092 -1.340 0.01
H 4.408 2.566 -3.007 0.03
H 2.560 3.554 -0.248 0.04
H -0.694 0.056 -4.728 0.13
H 1.080 -0.130 -4.608 0.12
H -0.556 -0.789 -2.631 0.16
H -2.444 0.963 -3.215 0.10
H -2.311 1.305 -1.505 0.11
H -3.646 0.134 -0.316 0.10
H -4.793 -0.542 -1.499 0.11
H -3.108 -2.656 -0.824 0.05
H -3.434 -1.863 0.688 0.03
H -4.777 -2.432 -0.266 0.08
C -6.419 -5.416 -3.867 -0.09
C -6.186 -4.366 -4.743 -0.09
C -5.131 -3.494 -4.517 -0.09
C -4.304 -3.675 -3.417 -0.10
C -4.537 -4.727 -2.542 -0.11
C -5.595 -5.596 -2.765 -0.09
H -7.243 -6.095 -4.043 0.10
H -6.828 -4.228 -5.604 0.10
H -4.953 -2.672 -5.198 0.10
H -3.481 -2.993 -3.242 0.08
H -3.893 -4.871 -1.683 0.09
H -5.778 -6.414 -2.080 0.10
C -7.841 -5.117 4.368 -0.09
C -8.058 -4.313 5.478 -0.09
C -7.669 -2.981 5.457 -0.09
C -7.071 -2.451 4.323 -0.10
C -6.857 -3.255 3.212 -0.10
C -7.239 -4.588 3.235 -0.10
H -8.142 -6.156 4.385 0.10
H -8.530 -4.725 6.360 0.10
H -7.834 -2.356 6.325 0.10
H -6.772 -1.411 4.305 0.09
H -6.393 -2.840 2.325 0.09
H -7.069 -5.216 2.369 0.10
C -8.172 2.359 -2.953 -0.10
C -7.165 1.465 -3.287 -0.10
C -5.841 1.782 -3.022 -0.11
C -5.523 2.990 -2.416 -0.09
C -6.530 3.883 -2.079 -0.09
C -7.855 3.568 -2.351 -0.09
H -9.204 2.114 -3.166 0.11
H -7.412 0.522 -3.757 0.11
H -5.055 1.087 -3.290 0.09
H -4.489 3.237 -2.207 0.09
H -6.284 4.825 -1.606 0.10
H -8.641 4.267 -2.094 0.10
C 6.134 4.397 2.242 -0.08
C 7.500 4.640 2.296 -0.07
C 8.362 3.958 1.449 -0.08
C 7.858 3.040 0.540 -0.09
C 6.492 2.800 0.476 -0.12
C 5.633 3.476 1.333 -0.11
H 5.462 4.922 2.908 0.11
H 7.892 5.358 3.003 0.11
H 9.427 4.139 1.499 0.11
H 8.530 2.507 -0.121 0.09
H 6.100 2.082 -0.236 0.07
H 4.565 3.284 1.296 0.08
C -7.321 3.035 -6.370 -0.10
C -6.369 2.154 -6.865 -0.10
C -6.523 1.602 -8.129 -0.10
C -7.626 1.936 -8.902 -0.10
C -8.576 2.819 -8.409 -0.09
C -8.426 3.365 -7.142 -0.09
H -7.202 3.462 -5.384 0.09
H -5.506 1.899 -6.262 0.09
H -5.782 0.912 -8.512 0.10
H -7.744 1.509 -9.889 0.10
H -9.435 3.080 -9.012 0.10
H -9.170 4.050 -6.756 0.10
C 6.274 3.809 9.508 -0.10
C 6.803 2.746 8.790 -0.10
C 6.150 2.283 7.656 -0.09
C 4.973 2.887 7.233 -0.09
C 4.447 3.952 7.951 -0.09
C 5.095 4.411 9.089 -0.09
H 6.780 4.169 10.393 0.10
H 7.723 2.279 9.115 0.10
H 6.561 1.449 7.099 0.09
H 4.466 2.533 6.350 0.06
H 3.531 4.425 7.620 0.10
H 4.682 5.239 9.650 0.10
C 0.748 -5.494 1.191 -0.08
C -0.284 -4.923 0.459 -0.08
C -0.006 -4.251 -0.723 -0.11
C 1.306 -4.160 -1.174 -0.12
C 2.338 -4.731 -0.443 -0.11
C 2.058 -5.398 0.741 -0.08
H 0.530 -6.018 2.112 0.11
H -1.305 -5.002 0.809 0.11
H -0.811 -3.802 -1.295 0.09
H 1.522 -3.641 -2.102 0.10
H 3.360 -4.660 -0.797 0.10
H 2.860 -5.844 1.314 0.11
C 8.762 -0.276 -2.143 -0.10
C 8.088 -0.862 -1.079 -0.12
C 8.056 -2.244 -0.954 -0.10
C 8.704 -3.040 -1.888 -0.09
C 9.378 -2.454 -2.950 -0.08
C 9.404 -1.073 -3.080 -0.09
H 8.788 0.802 -2.242 0.09
H 7.587 -0.239 -0.345 0.08
H 7.528 -2.702 -0.127 0.10
H 8.685 -4.117 -1.787 0.10
H 9.885 -3.075 -3.676 0.11
H 9.928 -0.617 -3.909 0.11

=====

| no. | DFT total energy (hartree) |
| --- | --- |
| 1 | -8442.2914 |
| 2 | -6529.3778 |